Density functional theory data (ωB97M-V/def2-TZVPD) for 3 unconnected molecules or ions with the total composition C6H14O2.

Element x y z (Å)
1 C -1.5897 -1.7220 2.6143
2 C -0.4962 -1.7672 1.8711
3 C -0.2683 -0.7653 0.7917
4 C 0.4031 -1.0752 -0.3123
5 C 0.3897 -0.2545 -1.5830
6 C -1.0159 -0.1636 -2.1908
7 H -1.8330 -2.3958 3.4309
8 H -2.3285 -0.9201 2.5709
9 H 0.2773 -2.5239 1.8966
10 H -0.8065 0.1556 0.9780
11 H 1.0258 -1.9782 -0.2934
12 H 0.6250 0.7655 -1.2962
13 H 1.0528 -0.6761 -2.3367
14 H -1.2990 -0.9614 -2.8939
15 H -1.1165 0.7897 -2.7171
16 H -1.7632 -0.2073 -1.4167
17 O 0.1576 3.3459 -1.7400
18 H 0.8360 2.7885 -1.3528
19 H -0.6012 3.3355 -1.1512
20 O 2.9935 1.6587 1.9560
21 H 3.3293 0.9977 1.3322
22 H 2.0279 1.5733 1.8423

Cartesian forces (eV/Å) of the 3 atoms listed first:
-0.421 0.074 1.126
0.422 0.894 -0.928
-0.321 -0.870 0.859

Calculated values
E_HOMO   -8.96 eV
Orbital gap   9.44 eV
SMILES   C=C/C=C/CC.O.O
Total energy   -10542.384 eV

=====

Density functional theory data (ωB97M-V/def2-TZVPD) for 3 unconnected molecules or ions with the total composition C6H14O2.

Element x y z (Å)
1 C -1.0150 1.2119 -1.0420
2 C -1.0194 2.3074 -1.7735
3 C -0.6765 1.2990 0.4514
4 C 0.6770 0.8051 0.6233
5 C 1.0103 -0.4017 1.2350
6 C 2.3955 -0.7474 1.4726
7 H -1.1741 0.2066 -1.3502
8 H -1.2420 2.3769 -2.8342
9 H -0.6521 3.2803 -1.4608
10 H -1.4058 0.9266 1.1486
11 H -0.7194 2.3539 0.7263
12 H 1.4293 1.3376 0.0383
13 H 0.2583 -1.1122 1.5433
14 H 2.7861 -1.2356 0.5610
15 H 2.6258 -1.4638 2.2574
16 H 2.9851 0.1705 1.5183
17 H 1.5516 -3.5386 -0.9379
18 H 0.5871 -2.7137 -1.8651
19 O 1.4514 -2.7369 -1.4545
20 H -2.7737 -0.2762 0.1292
21 H -3.9729 -0.8958 0.6852
22 O -3.1067 -1.1541 0.3285

Cartesian forces (eV/Å) of the 3 atoms listed first:
0.287 0.337 1.165
0.539 0.683 -1.300
-0.286 1.375 0.555

Calculated values
E_HOMO (spin up / spin down)   -14.43 / -14.49 eV
Multiplicity   2
Orbital gap (spin up / spin down)   9.99 / 6.51 eV
Net charge   +1
Total energy   -10533.713 eV

=====

Strongest force on any atom, record by record: 1.4; 1.6 eV/Å
Energy relative to the best compared isomer or geometry (same formula, charge and spin), record by record: 51.5; 33.5 kcal/mol